{
  "formula": "C16H10BrF5SY",
  "method": "ωB97M-V/def2-TZVPD",
  "elements": ["C", "C", "C", "F", "C", "F", "C", "C", "C", "Y", "C", "H", "C", "H", "C", "H", "H", "C", "C", "C", "C", "H", "H", "H", "C", "F", "H", "C", "S", "F", "F", "Br", "H", "H"],
  "xyz": [[1.820932, -0.990187, -1.039597], [0.694742, -1.043984, -1.916342], [4.434694, 2.492076, 1.929561], [2.215918, 3.340024, 1.943801], [0.321642, 0.299724, -2.238510], [4.919494, 3.727337, 1.674965], [1.186253, 1.188578, -1.534256], [-5.421860, -1.673205, -0.084416], [2.514554, 1.001928, 2.335302], [0.030118, -0.045696, 0.181493], [-5.018089, -2.156481, -2.299128], [-4.758604, -2.689849, -3.211243], [4.817356, 0.126119, 2.321614], [0.167021, -1.953493, -2.226019], [3.448656, -0.062953, 2.459491], [2.310191, -1.839155, -0.553989], [-0.529549, 0.595345, -2.865444], [-5.422182, -0.794742, -2.212627], [-5.018295, -2.699554, -0.983269], [2.128414, 0.396835, -0.811048], [-5.671227, -0.495738, -0.843847], [-5.526161, -0.104213, -3.046818], [2.896537, 0.769927, -0.131064], [-4.758862, -3.720822, -0.713341], [3.068062, 2.285929, 2.071069], [2.967710, -1.315181, 2.713750], [1.119506, 2.282474, -1.511319], [5.315734, 1.408824, 2.054317], [0.832367, 0.769234, 2.534378], [6.642485, 1.601870, 1.922730], [5.670961, -0.914091, 2.444974], [-2.394447, 0.478143, -0.235756], [-5.525499, -1.771623, 0.993602], [-5.999602, 0.462245, -0.448676]],
  "atomic_forces_ev_per_a": [[0.758, 0.527, -0.766], [0.534, 0.278, -0.610], [0.184, -0.069, -0.003], [0.893, -0.745, 0.034], [0.229, -0.145, -0.495], [-0.213, -0.694, 0.136], [0.621, -0.332, -0.662], [0.025, 0.112, -0.633], [2.130, 0.272, -0.043], [-2.833, -0.187, 3.118], [-0.068, 0.337, 0.482], [-0.049, 0.069, 0.125], [0.185, 0.130, -0.044], [0.239, 0.499, 0.056], [-0.841, 0.222, 0.071], [-0.109, 0.322, -0.267], [0.484, -0.233, 0.462], [0.048, -0.383, 0.513], [-0.057, 0.581, -0.122], [0.816, -0.390, -0.820], [0.100, -0.667, -0.265], [0.018, -0.101, 0.119], [-0.260, -0.150, -0.423], [-0.052, 0.124, -0.036], [-0.740, -0.408, 0.181], [0.618, 0.941, -0.268], [0.032, -0.567, -0.069], [-0.183, -0.027, 0.018], [-0.821, 0.043, 0.496], [-0.530, -0.082, 0.051], [-0.413, 0.576, -0.079], [-0.825, 0.255, -0.067], [0.018, 0.013, -0.141], [0.061, -0.120, -0.047]],
  "lowdin_charge": [-0.215, -0.198, -0.136, 0.059, -0.213, 0.102, -0.196, -0.252, -0.623, 0.822, -0.235, 0.041, -0.136, 0.124, -0.228, 0.116, 0.113, -0.243, -0.237, -0.225, -0.279, 0.046, 0.094, 0.041, -0.230, 0.047, 0.125, -0.131, 0.612, 0.102, 0.101, 0.134, 0.048, 0.050],
  "total_charge": -1,
  "gap_ev": 4.0787,
  "total_energy_ha": -4125.60577,
  "de_lowest_kcal_mol": 40.8
}

{
  "formula": "CCuFNO5S2",
  "method": "ωB97M-V/def2-TZVPD",
  "elements": ["O", "O", "F", "N", "O", "S", "C", "Cu", "S", "O", "O"],
  "xyz": [[-1.056226, -1.602755, -0.024814], [-3.105228, -1.132207, -0.838080], [-0.448764, 2.769603, 0.900242], [0.772435, 0.584048, 0.408079], [-1.715031, 0.898812, 0.009117], [-0.298316, 1.524633, -0.230840], [-2.038419, -0.968074, -0.344901], [0.585090, -1.315545, 1.289581], [2.019502, -0.022522, -0.724969], [2.018946, -1.444600, -0.104099], [3.266008, 0.708604, -0.339312]],
  "atomic_forces_ev_per_a": [[-0.950, 1.393, -0.226], [0.692, 1.773, 0.706], [0.171, -0.920, -0.702], [-0.166, -0.183, -0.271], [1.453, 0.526, -0.453], [-1.657, -0.759, 1.238], [0.031, -2.789, -0.740], [0.747, 0.412, 0.025], [1.826, 0.815, 0.872], [-0.495, 0.739, 0.170], [-1.651, -1.008, -0.620]],
  "lowdin_spin": [0.120, 0.006, 0.003, 0.112, 0.014, 0.042, 0.017, 1.440, 0.036, 0.195, 0.015],
  "total_charge": -1,
  "gap_ev": [6.1173, 7.4084],
  "total_energy_ha": -3005.76106,
  "spin_multiplicity": 3,
  "s_squared": 2.0026
}